Record 1
17
Properties=species:S:1:pos:R:3:forces:R:3 method="wB97M-V/def2-TZVPD" total_energy_ha=-972.777600 total_charge=0 spin_multiplicity=1 molar_mass_g_mol=175.57 lumo_energy_ev="-0.78 / -0.78" homo_lumo_gap_ev="8.80 / 8.80" de_lowest_kcal_mol=56.5
O 1.376361 1.912303 -1.592375 -0.454 0.743 0.836
C 0.373861 -0.590894 0.303374 1.278 -1.295 -0.803
H -3.652161 -0.523765 0.475334 -1.326 0.799 -0.042
C -1.745733 0.335261 0.674064 0.440 -2.880 2.197
Cl 3.208080 -1.416718 -0.737045 -0.405 0.931 0.036
C -2.732484 -0.670311 -0.034845 1.310 1.372 2.687
N 2.907136 0.894702 1.905534 -0.970 -0.228 -0.386
H 2.431551 0.591621 -2.514798 0.520 -0.884 -0.472
H -2.793456 -0.518533 -1.075280 -0.099 -0.012 -1.124
O 0.345556 -1.676027 0.798548 0.049 2.168 -0.783
H -1.478333 0.049507 1.775885 -0.998 0.046 -1.847
O -0.431993 0.377394 0.052579 0.814 -0.190 -0.369
H -2.577437 -1.668594 0.319471 0.980 -0.783 -0.544
C 2.458904 0.559203 0.891357 2.118 1.029 0.447
C 2.296894 0.096278 -0.446115 -2.131 -3.633 3.033
C 2.029547 0.903931 -1.563072 -0.414 1.533 -2.257
H -2.016291 1.344634 0.767392 -0.713 1.286 -0.609


Record 2
64
Properties=species:S:1:pos:R:3:forces:R:3 method="wB97M-V/def2-TZVPD" total_energy_ha=-3082.784509 total_charge=0 spin_multiplicity=1 molar_mass_g_mol=661.56 lumo_energy_ev=-2.25 homo_lumo_gap_ev=6.36
S -6.734151 -3.445262 -2.655681 -1.048 0.127 -2.766
N 0.824509 -1.005950 -1.036881 -0.810 -2.259 0.386
N -5.850687 3.468938 0.094588 0.666 -2.123 -0.216
C 1.710681 -1.639902 -0.356257 2.003 2.168 0.340
H 3.462585 1.951548 -2.500664 -0.001 -0.277 0.607
C -5.733341 2.173535 0.411328 -0.031 2.323 -0.041
H 0.628421 1.015765 -1.125923 0.411 0.093 -0.981
H 3.790011 4.786121 1.442116 0.022 0.236 -0.407
C 4.383462 3.147231 0.418846 -0.163 -0.732 0.121
H 2.279712 2.417000 1.337093 0.032 0.006 -0.345
H -1.436879 0.046458 -2.101261 -0.008 -0.421 0.553
C 3.734917 -0.510116 1.019461 1.040 -1.307 0.807
F -5.070450 -4.964914 -0.773946 -0.009 0.052 -0.261
H 4.671468 1.295185 -1.387696 -0.788 -0.051 0.030
O 2.080924 2.217163 0.412241 0.040 -0.404 -0.158
O -4.433580 -2.684725 -0.690176 -0.296 0.153 -0.520
H -3.032022 1.852384 0.397916 0.043 -0.404 -0.663
C 1.214077 0.273386 -1.704694 0.987 -0.523 1.541
H -0.669718 -2.156598 -0.084638 0.163 0.265 -0.532
H -7.245456 3.415787 3.030640 0.321 -0.665 -0.450
H 4.669069 -0.498174 3.688279 -0.421 -0.449 0.033
C -3.189581 1.104137 -0.405883 0.216 -0.072 0.343
H 3.112435 -0.308017 -2.350414 -0.146 0.331 0.672
I 0.989358 0.309171 -3.866559 -0.476 0.031 0.885
H 4.325313 -2.282423 3.406165 0.072 0.856 0.182
F -8.255711 -3.242987 -3.078490 0.020 0.088 0.717
S -5.552286 -3.515610 -0.321515 1.128 -0.735 1.636
H 2.835439 3.507319 -1.017923 0.083 -0.600 0.475
H 1.563296 -2.598291 0.172091 -0.417 0.695 -0.513
C -6.742838 3.199758 2.086700 1.714 0.793 -3.737
H 5.590391 -1.238831 0.011593 -0.226 0.088 0.660
H 3.983257 0.560810 1.138526 -0.573 -0.483 -0.542
N -6.446684 4.066229 1.130039 -1.254 1.280 1.866
H 2.322140 -1.863320 2.178719 0.291 0.545 -0.212
C 2.768077 0.207636 -1.421188 0.571 -0.011 -1.635
H -0.416904 -2.532514 -1.809066 -0.059 0.641 0.226
H 5.332295 2.815866 -0.060798 -0.603 0.541 0.178
H -2.838024 1.474571 -1.392021 -0.346 0.169 0.757
O -6.097954 -2.353543 -3.333470 0.273 -0.029 0.736
H 5.860841 -0.809449 1.727106 -0.464 -0.466 -0.187
O -6.279704 2.015649 1.631475 -0.394 -2.369 1.812
C 3.890702 -1.267496 3.539132 -1.128 -0.550 -0.476
O -5.720228 -3.704589 1.086919 -0.736 0.476 -0.296
C 2.945601 -0.954126 2.304700 0.544 0.605 0.992
C 3.164645 2.614493 -0.432168 1.030 1.364 -0.116
H -2.455589 -1.393684 -1.941937 0.573 0.408 0.225
C 3.056572 -0.882472 -0.335072 -0.601 -0.264 -0.900
C -0.509346 -1.701249 -1.080994 -1.139 0.245 -0.526
H 4.915476 -2.328883 1.263804 0.556 0.635 -0.057
H -3.177310 -0.993733 0.265217 0.602 0.333 -0.473
H 3.217393 -1.346069 4.421410 0.664 0.245 -0.387
H -1.661702 -0.150875 0.677032 -0.667 0.419 -0.349
H 2.286202 -0.127775 2.664126 0.166 -0.603 -0.619
H 3.728329 -1.586826 -0.887498 -0.230 0.335 0.782
N 4.352047 4.613642 0.605279 0.399 -0.638 0.492
H 4.384883 2.645203 1.426769 -0.090 0.031 -0.755
C 3.584021 1.525239 -1.481788 -0.518 -0.089 0.714
C -1.707483 -0.768163 -1.397001 -1.003 -0.798 -0.052
O -6.468743 -4.759127 -3.157391 0.276 0.102 0.673
C 5.137004 -1.263646 1.028221 -0.711 0.087 -0.689
C -2.447230 -0.243996 -0.116236 0.588 0.064 0.058
S -5.015647 0.826552 -0.518033 -0.508 0.468 0.518
N -6.902326 -3.309258 -1.087382 0.706 -0.107 0.077
H 5.296021 4.885812 0.893111 -0.335 0.129 -0.233


Record 3
13
Properties=species:S:1:pos:R:3:forces:R:3 method="wB97M-V/def2-TZVPD" total_energy_ha=-248.796693 total_charge=+1 spin_multiplicity=1 molar_mass_g_mol=74.10 lumo_energy_ev=-3.50 homo_lumo_gap_ev=11.31 de_lowest_kcal_mol=24.6
H -0.122823 -0.298457 1.974010 0.046 0.000 0.014
C 1.290586 0.201762 0.477658 0.118 -0.081 0.604
H 3.284795 0.730073 0.499056 0.092 -0.075 0.159
H -3.035143 -0.039334 -1.426784 -0.028 0.021 0.068
C -2.230839 -0.773536 -1.581056 -0.244 0.233 -0.242
O -1.084265 -0.510267 -1.299077 -0.171 -0.251 0.317
N -0.046063 0.290958 1.143839 0.091 -0.033 -0.409
H 1.268185 -0.423129 -0.395500 -0.037 0.215 -0.347
H -0.755725 -0.005250 0.442896 0.237 0.212 0.114
H -0.229685 1.262925 1.399765 -0.096 -0.118 0.087
C 2.345757 0.763218 1.031954 -0.248 -0.371 -0.132
H 2.314885 1.191062 2.026435 0.025 0.364 -0.155
H -2.536225 -1.731120 -2.018956 0.214 -0.115 -0.079


Record 4
15
Properties=species:S:1:pos:R:3:forces:R:3 method="wB97M-V/def2-TZVPD" total_energy_ha=-229.757948 total_charge=0 spin_multiplicity=1 molar_mass_g_mol=74.13 lumo_energy_ev=1.07 homo_lumo_gap_ev=10.15 smiles="C=C.NCN" de_lowest_kcal_mol=32.2
N 1.764189 -0.143335 -1.655489 0.562 -0.015 -0.011
H 0.525728 -1.314690 -0.557486 0.024 -0.047 -0.061
H 0.783403 0.631691 0.721615 -0.116 -0.126 -0.076
C 1.522348 -0.879125 -0.427910 -1.570 -0.108 -0.158
H -2.063861 -0.885156 1.380689 0.015 0.134 0.303
H 2.614783 0.404964 -1.597969 0.044 -0.046 -0.044
H -1.144577 1.318788 0.905875 -0.034 0.621 0.235
H 2.299934 0.280412 1.110266 0.138 -0.205 -0.096
H -2.740002 1.657981 -0.100378 0.532 0.574 -0.166
C -2.115164 1.049878 0.535668 -1.040 -1.103 0.075
H 2.152521 -1.759330 -0.328454 0.557 0.331 0.040
H 1.008991 0.502305 -1.848396 -0.050 -0.052 0.059
H -3.408795 -0.573068 0.219410 -0.777 0.270 0.320
N 1.425348 -0.144949 0.821333 0.448 0.239 0.340
C -2.624845 -0.146369 0.821224 1.268 -0.467 -0.762


Record 5
58
Properties=species:S:1:pos:R:3:forces:R:3 method="wB97M-V/def2-TZVPD" total_energy_ha=-2762.358328 total_charge=-1 spin_multiplicity=1 molar_mass_g_mol=537.04 lumo_energy_ev=1.44 homo_lumo_gap_ev=4.11
S -2.096210 -1.906701 -2.718215 3.105 0.668 -0.485
O -4.475137 -1.108513 -8.981084 -0.013 1.511 1.721
C 5.065141 -2.516332 -0.200225 0.452 0.747 0.371
C -1.111971 -2.347675 4.069662 -0.102 -0.071 0.206
H 8.503375 -0.383474 1.239758 0.120 -0.170 0.058
H -3.347353 0.581656 -3.661299 0.132 -0.307 -0.082
C -3.901799 -0.653842 -6.790024 0.859 -0.555 1.680
N 1.038852 -2.573417 2.426506 -0.423 -0.625 -0.154
H -3.982127 -0.347934 7.343420 0.190 0.031 -0.001
H 7.589816 -0.159758 -1.693426 -0.092 0.153 -0.026
H -2.384843 -3.312544 -5.290078 -0.060 0.290 0.171
C -2.792780 -2.309690 -5.402399 -0.199 0.359 -0.111
C -2.184096 -1.494757 3.794412 0.185 -0.010 0.115
C 3.835255 -3.040922 0.133881 -0.679 -0.028 0.492
H 7.376421 1.094744 -0.444018 -0.058 0.049 -0.195
H 2.925800 -0.891358 2.640850 0.149 -0.161 -0.305
O -2.327778 -3.331764 -2.664747 -1.178 -0.567 0.330
C 8.025329 -1.246370 0.751992 -0.485 0.053 -0.093
C -1.208028 -1.764917 6.399506 -0.131 0.080 -0.151
H 1.501857 -3.932319 0.872615 -0.194 0.358 0.236
H 5.169680 0.095663 2.019889 -0.162 -0.273 -0.145
H 3.444839 -3.920322 -0.377589 0.057 0.217 0.031
O -0.166266 -4.671565 3.297745 -0.020 0.190 0.084
C -2.795847 -1.409947 -4.325452 0.462 0.259 -0.437
H -2.427978 -0.319185 8.204650 -0.107 0.078 -0.060
H 5.948245 0.442525 -1.306870 0.265 -0.035 0.079
H -3.591936 -0.097117 4.635164 0.198 -0.174 0.013
N -4.480908 -0.276642 -8.042106 -1.054 0.706 -2.374
O -4.971580 0.871781 -8.157283 0.897 -2.093 0.243
S -0.462251 -3.367841 2.763441 0.683 0.625 -1.159
H -2.841304 0.970410 7.054257 -0.002 -0.180 0.054
C -0.402047 -1.573201 -2.820459 -2.746 0.657 -3.008
O -1.322871 -3.216231 1.618565 0.334 -0.204 0.661
C 1.765499 -3.044170 1.474031 -0.970 -0.344 0.651
C -2.756716 -0.769497 4.836098 0.209 -0.180 0.037
H -2.561001 -1.406731 2.779007 0.119 -0.069 0.127
H -3.362256 -2.620953 -7.470264 0.033 0.098 0.155
C -2.916164 -0.106191 7.250294 -0.051 0.082 0.146
H 0.025744 -1.441568 -3.808735 -0.161 -0.272 0.173
C 5.547264 -1.373703 0.479505 -0.993 -0.451 0.240
H 8.719764 -1.642914 -0.004249 0.054 -0.023 0.173
O -2.722479 -1.022308 -1.761370 -0.883 -0.292 0.629
Cl 0.604258 -1.712780 -1.517337 1.256 -0.177 2.053
C -3.886066 0.252968 -5.714215 -0.088 -0.281 -0.217
H 0.191853 -3.187306 5.569241 -0.152 0.094 -0.071
C 3.535796 -1.325619 1.845746 -0.013 -0.235 -0.224
C 4.769150 -0.783686 1.509808 0.316 -0.490 -0.597
C 3.057530 -2.456040 1.151936 0.811 0.510 -0.140
C -3.334196 -0.124700 -4.488950 -0.140 -0.232 -0.391
C 6.929049 0.192013 -0.886588 -0.214 -0.265 0.274
C -3.341488 -1.934439 -6.630132 -0.237 0.376 -0.041
H 5.680859 -2.960257 -0.985919 -0.205 0.163 0.244
C -2.277888 -0.897205 6.144594 0.132 -0.146 -0.291
H -4.322437 1.236708 -5.854141 0.099 -0.154 0.045
H 7.826048 -2.021428 1.500853 0.093 0.185 -0.167
C -0.626343 -2.500084 5.369514 -0.150 0.196 -0.134
H -0.838232 -1.866897 7.420803 -0.067 -0.003 -0.255
N 6.787825 -0.832755 0.125816 0.817 0.328 -0.180


Record 6
9
Properties=species:S:1:pos:R:3:forces:R:3 method="wB97M-V/def2-TZVPD" total_energy_ha=-263.226955 total_charge=0 spin_multiplicity=1 molar_mass_g_mol=72.07 lumo_energy_ev=0.72 homo_lumo_gap_ev=9.34 smiles=Oc1c[nH][nH]1 de_lowest_kcal_mol=85.5
H -0.789311 -0.200950 1.932737 -0.131 -0.155 1.072
H 1.272193 -0.395013 -1.168935 0.878 -0.540 0.358
N 0.312740 -0.500516 -0.906849 -2.470 2.223 0.769
O 0.121333 1.940626 -0.154462 -0.302 0.447 -0.043
N 0.054249 -1.405990 0.238973 3.981 3.069 0.860
H -0.786506 -1.795782 0.081744 -3.442 -2.350 -1.265
C -0.127284 0.666528 0.063021 2.431 -3.487 -1.834
C -0.264123 -0.229607 1.018336 -1.009 -0.174 0.861
H 0.206708 1.920704 -1.104564 0.064 0.966 -0.778


Record 7
17
Properties=species:S:1:pos:R:3:forces:R:3 method="wB97M-V/def2-TZVPD" total_energy_ha=-611.780379 total_charge=0 spin_multiplicity=1 molar_mass_g_mol=105.21 lumo_energy_ev=-0.20 homo_lumo_gap_ev=5.95 de_lowest_kcal_mol=101.5
H 1.537663 -0.295894 -2.930361 0.237 0.265 0.740
H -2.396569 -1.844990 0.345578 -3.982 -2.056 -1.325
S 1.488248 -0.172462 0.460936 -1.351 0.065 0.754
C -1.849976 0.147369 0.818266 -1.112 0.263 -0.609
C 2.185330 0.650208 -0.995733 -0.859 -1.201 -0.823
N -1.675616 -1.372614 0.705271 4.482 2.508 5.149
H -0.837880 0.627623 0.552065 -1.281 -0.483 -0.009
H 1.625618 1.439727 -3.004041 0.174 -0.563 0.683
H -1.405243 -1.684392 1.718806 -0.748 0.148 -2.319
H 2.662160 1.615038 -0.798197 -0.333 -0.177 0.005
H -0.846468 -1.623817 0.159559 1.014 0.760 -0.239
H -3.468119 1.606631 0.969560 1.081 -0.462 0.692
C 1.341862 0.602545 -2.299352 3.890 0.623 -1.897
C -3.068945 0.599310 1.212422 0.008 -0.773 -0.008
H -3.848177 -0.017632 1.784704 1.230 0.428 -1.373
H 0.339302 0.669144 -2.355740 -3.758 0.314 1.098
H 2.905424 -0.120358 -1.167434 1.309 0.341 -0.518


Record 8
19
Properties=species:S:1:pos:R:3:forces:R:3 method="wB97M-V/def2-TZVPD" total_energy_ha=-310.980914 total_charge=0 spin_multiplicity=1 molar_mass_g_mol=100.16 lumo_energy_ev=0.83 homo_lumo_gap_ev=9.14 smiles="C=C(C)/C=C/C.O" de_lowest_kcal_mol=49.2
H 0.065876 -1.905116 -1.452035 -0.697 0.009 0.345
H -0.225510 0.618044 -3.548758 -0.092 0.239 -0.019
C 1.228317 -1.131543 0.227785 -0.704 -0.086 0.566
O -2.648015 3.927580 2.967310 0.087 0.487 -0.193
C 0.037897 0.192977 -1.494800 0.780 -0.476 -1.122
H 0.710030 1.022281 -1.324079 -0.455 0.439 0.775
C 0.342465 -0.980947 -0.950240 0.519 -0.042 0.363
H -2.707970 3.034962 3.311197 -0.343 -0.019 0.051
H -3.529310 4.326620 2.945855 0.259 -0.470 0.139
H -1.583655 1.120939 -2.528903 -0.163 -0.079 -0.130
H 1.781550 -2.346184 1.847570 0.674 -0.551 0.097
H 2.482997 -0.009321 1.629979 -0.176 -1.182 0.499
H 1.563981 -3.292815 0.253720 0.393 -0.099 0.320
C 1.701373 -0.079380 0.884521 0.706 1.528 0.269
C -0.840108 0.341512 -2.687225 0.299 -0.225 -0.230
C 1.259769 -2.480661 0.914297 -0.237 0.491 -0.750
H -1.295615 -0.614094 -2.942938 -0.338 0.091 0.084
H 0.236622 -2.699303 1.215930 -0.245 -0.047 -0.116
H 1.419308 0.954449 0.730815 -0.270 -0.009 -0.947


Record 9
16
Properties=species:S:1:pos:R:3:forces:R:3 method="wB97M-V/def2-TZVPD" total_energy_ha=-321.359534 total_charge=+1 spin_multiplicity=1 molar_mass_g_mol=92.12 lumo_energy_ev=-3.25 homo_lumo_gap_ev=10.38 smiles=NOC[C@H](N)[NH3+] de_lowest_kcal_mol=103.8
H -0.049262 0.930846 -2.012673 -0.381 -0.603 1.028
H -1.607743 -0.744964 -0.241823 -0.053 0.491 -0.152
N 1.568703 0.484988 -0.788420 0.515 0.517 -0.847
H -0.474688 -1.520554 -1.439491 -0.052 0.638 1.590
H 2.129923 -0.296659 -0.447243 -0.869 0.290 0.040
H 2.129451 1.246470 -1.222283 -0.765 -1.203 0.272
H -0.211589 -1.501542 2.570019 -0.824 -0.516 -0.671
H -0.997887 1.234980 0.782887 1.259 2.114 -1.623
H -0.956276 -2.765388 1.737667 0.753 0.767 -0.463
C 0.188801 0.482645 -1.014131 0.722 0.453 1.179
C -0.565027 -0.814835 -0.534479 2.402 -0.963 0.009
H -0.739697 2.564176 -0.455667 -0.200 -0.188 0.786
N -0.347323 1.792952 0.092312 -1.840 -3.242 0.070
N -0.778890 -1.740770 1.729266 0.776 0.802 0.384
O 0.188929 -1.341517 0.698403 -1.875 0.134 -2.002
H 0.522575 1.989172 0.545659 0.432 0.508 0.401